No. 1
16
Properties=species:S:1:pos:R:3 method="wB97M-V/def2-TZVPD" e_above_lowest_kcal_mol=112.2 e_homo_ha=-0.330 lumo_ev=1.1 homo_lumo_gap_ev=10.078 spin_multiplicity=1 smiles="C=C=C1C[C@@H]2N[C@H]12.[H][H]"
C -1.582 0.496 -2.210
C -0.682 0.479 -1.261
C 0.168 0.404 -0.279
C 1.546 1.001 0.053
C 1.481 0.227 1.377
N 1.335 -1.193 1.032
C 0.144 -0.318 1.042
H -1.558 -0.247 -3.004
H -2.369 1.248 -2.260
H 1.505 2.086 0.198
H 2.371 0.736 -0.617
H 1.872 0.533 2.341
H 1.328 -1.732 1.898
H -0.702 -0.516 1.688
H -2.758 -1.675 -0.156
H -2.100 -1.530 0.158



No. 2
16
Properties=species:S:1:pos:R:3 method="wB97M-V/def2-TZVPD" e_above_lowest_kcal_mol=80.9 e_homo_ha=-0.264 lumo_ev=0.6 homo_lumo_gap_ev=7.733 spin_multiplicity=1
C -1.110 1.587 0.205
C -0.303 0.476 -0.373
C 1.063 0.047 0.051
C 1.537 -1.049 -0.892
C 0.715 -0.659 1.397
C 0.414 -1.298 -1.604
N -0.682 -0.390 -1.260
H -2.060 1.242 0.624
H -0.538 2.076 0.999
H -1.323 2.342 -0.557
H 1.746 0.885 0.235
H 0.187 -1.588 1.160
H 0.077 -0.047 2.045
H 1.630 -0.911 1.931
H 0.171 -2.040 -2.359
H -1.639 -0.474 -1.591



No. 3
16
Properties=species:S:1:pos:R:3 method="wB97M-V/def2-TZVPD" e_above_lowest_kcal_mol=85.2 e_homo_ha=-0.313 lumo_ev=1.1 homo_lumo_gap_ev=9.625 spin_multiplicity=1 smiles=C[C@]12C[C@H]1[C@H]1N[C@H]12
C 1.556 -0.627 0.963
C 0.458 -0.208 0.008
C 0.510 0.843 -1.109
C -0.280 1.094 0.130
C -1.620 0.300 0.156
N -1.812 -0.593 -0.971
C -0.889 -0.987 0.061
H 1.337 -0.249 1.972
H 2.542 -0.253 0.680
H 1.622 -1.719 1.055
H 1.472 1.333 -1.220
H -0.025 0.860 -2.064
H -0.046 1.878 0.840
H -2.478 0.579 0.756
H -1.328 -0.307 -1.816
H -1.020 -1.945 0.560



No. 4
16
Properties=species:S:1:pos:R:3 method="wB97M-V/def2-TZVPD" e_above_lowest_kcal_mol=23.7 e_homo_ha=-0.352 lumo_ev=0.8 homo_lumo_gap_ev=10.424 spin_multiplicity=1 smiles="C=C(C)CCC#N"
C -0.266 0.358 1.593
C 0.128 0.665 0.359
C 1.345 1.536 0.124
C -0.607 0.144 -0.864
C -1.060 -1.317 -0.720
C 0.081 -2.183 -0.399
N 1.015 -2.826 -0.167
H 0.256 0.749 2.466
H -1.115 -0.294 1.803
H 1.630 1.560 -0.932
H 2.205 1.155 0.687
H 1.165 2.568 0.446
H 0.040 0.214 -1.744
H -1.486 0.770 -1.070
H -1.515 -1.677 -1.647
H -1.814 -1.422 0.065



No. 5
16
Properties=species:S:1:pos:R:3 method="wB97M-V/def2-TZVPD" e_above_lowest_kcal_mol=78.7 e_homo_ha=-0.325 lumo_ev=1.0 homo_lumo_gap_ev=9.856 spin_multiplicity=1 smiles=CC#CCN1CC1
C 3.194 0.615 0.156
C 1.905 -0.030 -0.036
C 0.802 -0.424 -0.325
C -0.442 -1.139 -0.578
N -1.578 -0.804 0.294
C -2.648 0.047 -0.201
C -1.720 0.529 0.849
H 3.829 0.419 -0.712
H 3.717 0.266 1.050
H 3.043 1.695 0.237
H -0.741 -1.096 -1.632
H -0.110 -2.173 -0.419
H -3.658 -0.274 0.052
H -2.554 0.505 -1.187
H -1.003 1.298 0.562
H -2.034 0.567 1.891



No. 6
16
Properties=species:S:1:pos:R:3 method="wB97M-V/def2-TZVPD" e_above_lowest_kcal_mol=128.1 e_homo_ha=-0.308 lumo_ev=-0.6 homo_lumo_gap_ev=7.776 spin_multiplicity=1
C -0.075 -3.261 0.841
C -0.694 -2.118 0.492
C 0.013 -0.865 0.642
C -0.476 0.159 -0.307
N -0.330 1.529 0.145
C 0.132 2.506 -0.820
C 1.010 2.046 0.286
H 0.916 -3.232 1.285
H -1.699 -2.174 0.056
H -0.522 -4.236 0.659
H 0.192 -0.081 -1.176
H -1.507 0.031 -0.681
H -0.355 3.478 -0.785
H 0.377 2.156 -1.824
H 1.840 1.388 0.030
H 1.179 2.672 1.158



No. 7
16
Properties=species:S:1:pos:R:3 method="wB97M-V/def2-TZVPD" e_above_lowest_kcal_mol=148.2 e_homo_ha=-0.289 lumo_ev=-0.2 homo_lumo_gap_ev=7.713 spin_multiplicity=1
C 3.131 0.151 0.090
C 1.694 -0.108 -0.312
C -1.040 -1.649 -0.625
C -1.268 -0.336 -0.178
C -2.802 -0.338 -0.040
C -0.535 0.690 0.276
N 0.887 0.706 0.323
H 3.285 0.938 0.857
H 3.572 -0.776 0.474
H 3.728 0.422 -0.790
H -1.349 -1.729 -1.686
H -3.142 0.666 -0.286
H -3.081 -0.605 0.981
H -3.327 -1.031 -0.712
H -1.003 1.599 0.639
H 1.250 1.400 0.987



No. 8
16
Properties=species:S:1:pos:R:3 method="wB97M-V/def2-TZVPD" e_above_lowest_kcal_mol=64.6 e_homo_ha=-0.345 lumo_ev=1.0 homo_lumo_gap_ev=10.422 spin_multiplicity=1 smiles=CC#CC[C@H]1CN1
C -1.621 -0.601 2.933
C -1.213 -0.511 1.529
C -0.884 -0.454 0.370
C -0.478 -0.372 -1.038
C 0.572 0.695 -1.280
C 2.018 0.394 -1.193
N 1.361 0.530 -2.494
H -0.941 -0.037 3.580
H -1.620 -1.644 3.270
H -2.631 -0.202 3.075
H -1.356 -0.163 -1.664
H -0.079 -1.337 -1.374
H 0.263 1.704 -1.004
H 2.340 -0.616 -0.948
H 2.690 1.181 -0.853
H 1.581 1.431 -2.908